[1]
A 9-piece molecular cluster, C81H180N9 overall in a non-equilibrium geometry, computed with ωB97M-V with the def2-TZVPD basis set.

Output
Kohn-Sham gap: 7.7 eV
E_LUMO: -16.088 eV
HOMO: -23.77 eV
Energy: -3682.90122 hartree
Net charge: +9

Geometry as XYZ:
```
270
Properties=species:S:1:pos:R:3:mulliken_charge:R:1
C 9.51647 -5.36434 1.43460 -1.41
C 9.08643 -4.25403 0.46038 -0.58
C 8.48407 -2.98031 1.20369 -0.19
C 8.72592 -1.70884 0.36443 -1.02
N 8.18528 -0.34857 0.92560 0.60
C 6.72696 -0.42394 1.30919 -0.88
C 6.73097 -0.65030 2.81153 -0.72
C 7.84792 0.20169 3.29825 -0.27
C 8.90027 0.16346 2.24513 -0.52
C 8.33645 0.65967 -0.27037 -1.22
H 8.74993 -5.85003 2.03843 0.34
H 10.31572 -4.99725 2.07847 0.39
H 10.09526 -6.11343 0.89426 0.41
H 8.31967 -4.64425 -0.20886 0.33
H 9.92116 -3.97334 -0.18192 0.43
H 8.95571 -2.93832 2.18548 0.37
H 7.41960 -3.17243 1.33826 0.18
H 8.40214 -1.85030 -0.66672 0.30
H 9.81146 -1.65512 0.28191 0.52
H 6.28535 0.56890 1.22348 0.43
H 6.18193 -1.17879 0.74241 0.34
H 5.79469 -0.29089 3.23850 0.47
H 6.76208 -1.72231 3.00630 0.33
H 7.44920 1.21059 3.40426 0.05
H 8.38707 -0.06898 4.20608 0.36
H 9.36501 1.14248 2.12830 0.37
H 9.56161 -0.68012 2.44287 0.29
H 9.38339 0.67836 -0.57315 0.42
H 7.98155 1.62223 0.09792 0.43
H 7.74563 0.30651 -1.11553 0.44
C -11.97738 -1.49008 3.31714 -1.54
C -10.82117 -1.60730 2.33375 0.27
C -10.03019 -0.31243 2.26505 -0.69
C -8.74711 -0.30140 1.48245 -0.63
N -8.11105 1.08813 1.32462 0.31
C -6.62254 0.95837 0.89527 -0.40
C -5.86047 2.16942 1.31637 0.19
C -6.72857 2.88831 2.33335 -0.95
C -8.02264 2.03734 2.52423 -0.43
C -8.93775 1.89662 0.27525 -0.92
H -11.59933 -1.21186 4.30090 0.35
H -12.28033 -2.53089 3.43134 0.43
H -12.78868 -0.79710 3.09428 0.41
H -11.12238 -1.94748 1.34297 0.48
H -10.17837 -2.42815 2.65172 -0.39
H -9.74735 -0.07988 3.29170 0.41
H -10.74604 0.48787 2.07751 0.37
H -8.75387 -0.72398 0.47772 0.45
H -8.00803 -0.90292 2.01162 0.17
H -6.55650 0.93891 -0.19256 0.33
H -6.14594 0.00319 1.11573 -0.14
H -5.77866 2.83125 0.45417 0.04
H -4.81668 1.93169 1.52150 0.41
H -6.88570 3.90284 1.96709 0.46
H -6.17606 2.89893 3.27288 0.12
H -8.96113 2.54990 2.73546 0.44
H -7.75668 1.40255 3.36945 0.37
H -8.78943 1.45430 -0.70987 0.34
H -8.39823 2.84184 0.33509 0.47
H -9.97809 1.86445 0.59890 0.35
C -1.59520 -2.25853 8.01783 -1.28
C -1.38431 -0.80092 7.79794 -0.54
C -1.62470 -0.31672 6.35166 -0.52
C -1.11845 1.16084 6.06393 -0.87
N -1.48918 1.82708 4.69839 1.01
C -0.52694 3.01273 4.37280 -0.75
C -1.39189 4.28872 4.17248 -0.21
C -2.60373 4.00964 4.98131 -0.86
C -2.88635 2.53326 4.86868 -0.52
C -1.53903 0.79195 3.60709 -2.09
H -1.61795 -2.56834 9.06262 0.41
H -0.81017 -2.86319 7.56372 0.35
H -2.55588 -2.63558 7.66708 0.18
H -0.35142 -0.71446 8.13522 0.31
H -1.99389 -0.25238 8.51600 0.42
H -2.70153 -0.33010 6.18323 0.35
H -1.19214 -1.04450 5.66513 0.19
H -0.03794 1.02626 6.01404 0.58
H -1.38243 1.79777 6.90817 0.42
H 0.11593 2.76301 3.52873 0.33
H 0.04425 3.08381 5.29843 0.24
H -1.60149 4.41282 3.11004 0.31
H -0.84118 5.11870 4.61514 0.36
H -3.40928 4.57390 4.51142 0.45
H -2.53036 4.29693 6.03021 0.42
H -3.46777 2.19167 4.01231 0.18
H -3.49756 2.09555 5.65794 0.35
H -0.68891 0.11362 3.53450 0.56
H -1.67843 1.37868 2.69912 0.70
H -2.46980 0.25147 3.77928 0.57
C 1.90256 -5.77585 -9.59859 -1.25
C 1.60024 -5.59591 -8.11736 -0.66
C 2.79592 -5.25207 -7.11705 -0.63
C 3.28663 -3.82378 -7.32168 -0.81
N 4.11354 -3.18835 -6.14296 0.42
C 4.57844 -1.76549 -6.52415 -0.23
C 5.76350 -1.98445 -7.44376 -0.80
C 6.28255 -3.43401 -7.11988 -0.99
C 5.41741 -3.98819 -6.02769 -0.67
C 3.23234 -3.16944 -4.86084 -1.55
H 2.02571 -4.77759 -10.01858 0.31
H 1.07818 -6.22986 -10.14847 0.41
H 2.68255 -6.48865 -9.86622 0.33
H 1.13376 -6.48993 -7.70357 0.40
H 0.79322 -4.86352 -8.09660 0.24
H 3.59068 -5.99717 -7.15297 0.42
H 2.40099 -5.50896 -6.13413 0.40
H 2.56553 -3.04592 -7.57278 0.41
H 3.92795 -3.75686 -8.20050 0.58
H 4.91986 -1.31606 -5.59165 0.01
H 3.70852 -1.22062 -6.89083 0.56
H 6.59755 -1.28717 -7.36464 0.29
H 5.42148 -1.85698 -8.47084 0.43
H 7.33773 -3.35152 -6.85935 0.47
H 6.30208 -4.07891 -7.99841 0.33
H 5.74771 -3.68692 -5.03359 0.51
H 5.14891 -5.04247 -5.96065 0.49
H 2.18522 -3.14094 -5.16221 0.57
H 3.60093 -2.37077 -4.21712 0.52
H 3.41141 -4.10638 -4.33343 0.46
C -6.58150 -3.51981 1.53716 -0.11
C -6.89310 -4.97983 1.91354 -1.10
C -7.68138 -5.03656 3.24088 -0.66
C -6.89438 -4.65427 4.44058 -0.55
N -7.72735 -4.45324 5.79264 0.10
C -6.78511 -4.25386 7.03524 -0.44
C -7.52575 -3.39393 7.97769 -0.71
C -8.71678 -2.80138 7.25202 -0.68
C -8.52342 -3.13899 5.76649 -0.54
C -8.66155 -5.67374 6.03924 -0.93
H -5.74133 -3.07091 2.06698 0.05
H -7.44004 -2.87678 1.73085 -0.33
H -6.32323 -3.48321 0.47883 0.49
H -5.96527 -5.53366 2.05673 0.41
H -7.43932 -5.47830 1.11274 0.41
H -8.05039 -6.05528 3.35983 0.55
H -8.59911 -4.45804 3.13514 0.26
H -6.49270 -3.64098 4.44399 0.31
H -6.18302 -5.44018 4.69436 0.43
H -6.53404 -5.23026 7.44962 0.37
H -5.88716 -3.73189 6.70460 0.32
H -7.76674 -3.76369 8.97433 0.37
H -6.86802 -2.61314 8.35959 0.35
H -9.65668 -3.32316 7.43211 0.35
H -8.85546 -1.77346 7.58707 0.39
H -9.41737 -3.29841 5.16354 0.42
H -7.95997 -2.30180 5.35452 0.22
H -9.15972 -5.65218 7.00850 0.39
H -7.91877 -6.46604 5.94628 0.45
H -9.31289 -5.81916 5.17744 0.34
C 1.42271 4.49964 -0.79965 -1.27
C 1.14932 4.70085 0.65231 -0.15
C 2.37389 5.05296 1.52255 -0.46
C 2.00149 5.52962 2.97759 -0.51
N 3.18031 5.49448 3.98634 0.18
C 4.47630 6.12716 3.47926 -0.48
C 5.54224 5.40079 4.20225 -0.98
C 5.09040 3.97719 4.39628 -0.28
C 3.54616 3.99733 4.33628 -0.27
C 2.75716 6.23252 5.33075 -0.92
H 1.67129 5.50280 -1.14604 0.48
H 0.56025 4.25723 -1.42053 0.44
H 2.21068 3.76236 -0.95331 -0.14
H 0.72886 3.75912 1.00509 -0.27
H 0.30821 5.37427 0.81709 0.61
H 2.85509 5.92179 1.07347 0.47
H 3.03421 4.18577 1.51583 0.33
H 1.34325 4.91369 3.59034 -0.12
H 1.52313 6.50802 2.93281 0.57
H 4.47732 7.19431 3.70124 0.38
H 4.59534 5.97576 2.40641 0.33
H 5.79420 5.88430 5.14609 0.33
H 6.51116 5.41136 3.70307 0.52
H 5.35547 3.47929 5.32898 0.42
H 5.53244 3.38869 3.59231 0.02
H 3.05547 3.66295 5.25034 0.38
H 3.18348 3.41659 3.48817 0.13
H 3.49727 6.21514 6.13077 0.38
H 1.78094 5.93228 5.71147 0.27
H 2.63427 7.26145 4.99267 0.48
C 6.86566 6.85457 -7.43729 -1.09
C 7.96556 5.96312 -6.85195 -0.68
C 7.51090 4.83205 -5.84712 -0.59
C 6.56646 3.80667 -6.41524 -0.45
N 5.93787 2.76256 -5.43022 0.41
C 4.59623 2.22230 -5.91281 -1.07
C 3.83073 1.73479 -4.65735 0.37
C 4.64987 2.24959 -3.46617 0.83
C 5.68642 3.18853 -3.96712 -1.20
C 6.92028 1.52217 -5.40978 -1.20
H 7.11589 7.56530 -8.22491 0.39
H 6.50480 7.40516 -6.56854 0.28
H 6.08086 6.26126 -7.90652 0.28
H 8.53495 6.64653 -6.22200 0.36
H 8.66513 5.66141 -7.63149 0.43
H 6.91556 5.28987 -5.05714 0.32
H 8.38390 4.42707 -5.33530 0.35
H 6.99351 3.28513 -7.27182 0.31
H 5.72889 4.41036 -6.76473 0.30
H 4.75318 1.45200 -6.66786 0.46
H 4.09102 3.06318 -6.38796 0.42
H 3.70709 0.65411 -4.72776 -0.41
H 2.86506 2.21060 -4.82815 0.39
H 5.12605 1.33378 -3.11596 0.06
H 3.96009 2.65631 -2.72664 -0.29
H 6.61599 3.15863 -3.39870 0.44
H 5.33686 4.21922 -4.02715 0.52
H 6.96965 1.20989 -6.45292 0.42
H 6.54378 0.71183 -4.78552 0.41
H 7.87071 1.87763 -5.01174 0.39
C -3.21715 -3.38808 -3.68130 -1.59
C -2.06353 -2.38125 -3.65366 0.61
C -2.34619 -0.95076 -3.97456 -0.45
C -3.29535 -0.13044 -3.04563 -0.78
N -3.86779 1.18339 -3.64029 0.84
C -4.77509 1.91237 -2.70167 -0.92
C -5.76256 2.73474 -3.54933 -0.68
C -5.60363 2.25828 -4.95382 -0.91
C -4.79107 1.00115 -4.88936 -0.43
C -2.68049 2.10369 -3.99207 -1.16
H -4.11865 -3.12403 -3.12842 0.26
H -2.89034 -4.33604 -3.25390 0.47
H -3.59545 -3.66593 -4.66506 0.41
H -1.26598 -2.80230 -4.26580 0.32
H -1.64702 -2.42853 -2.64749 -0.67
H -2.73660 -0.94297 -4.99221 0.38
H -1.43259 -0.35736 -4.01062 0.17
H -2.78679 0.13380 -2.11846 0.49
H -4.14934 -0.74740 -2.76609 0.41
H -4.25235 2.58162 -2.01833 0.35
H -5.24330 1.16837 -2.05720 0.42
H -5.43528 3.75918 -3.37183 0.43
H -6.71597 2.69587 -3.02245 0.44
H -5.17558 2.91367 -5.71232 0.32
H -6.58754 1.96396 -5.31906 0.43
H -4.22407 0.83914 -5.80607 0.39
H -5.56808 0.28082 -4.63346 0.33
H -2.98401 3.03818 -4.46398 0.41
H -1.99333 1.59947 -4.67153 0.32
H -2.12558 2.25270 -3.06581 0.49
C -3.07868 -1.93982 0.58403 -0.14
C -1.93658 -2.64148 1.36888 -0.70
C -0.58429 -2.57653 0.60584 -0.63
C -0.01736 -1.19348 0.42687 -0.59
N 1.41786 -1.13151 -0.10527 1.23
C 1.38372 -1.35462 -1.65816 -0.61
C 1.52080 0.01891 -2.26294 -0.38
C 2.48893 0.76741 -1.36636 1.44
C 1.96291 0.31727 0.00621 -1.13
C 2.33455 -2.11870 0.56764 -1.30
H -3.16054 -2.28940 -0.44513 0.21
H -2.94065 -0.85861 0.57796 0.10
H -4.02789 -2.06619 1.10474 -0.15
H -2.25818 -3.65890 1.59144 0.53
H -1.78059 -2.10165 2.30288 -0.08
H -0.62492 -3.09619 -0.35145 0.35
H 0.00764 -3.18379 1.29064 0.40
H 0.00332 -0.80123 1.44364 0.33
H -0.65458 -0.53192 -0.15998 0.22
H 2.29158 -1.92863 -1.84367 0.56
H 0.47951 -1.86775 -1.98556 -0.25
H 1.80431 0.01944 -3.31543 0.66
H 0.67075 0.70088 -2.24247 -0.17
H 3.53160 0.48742 -1.51652 -0.13
H 2.36193 1.84749 -1.43984 -0.90
H 2.65445 0.52182 0.82355 0.70
H 1.11281 0.95168 0.25708 -0.01
H 3.38479 -1.86215 0.42878 0.53
H 2.06955 -3.08289 0.13380 0.47
H 2.16362 -2.10169 1.64401 0.34
```

---

[2]
One molecule with the formula C20H18N4O5S in a non-equilibrium geometry, computed with ωB97M-V with the def2-TZVPD basis set.

Output
Kohn-Sham gap: 8.2 eV
E_LUMO: 0.461 eV
HOMO: -7.79 eV
Energy: -1766.36456 hartree

Geometry as XYZ:
```
48
Properties=species:S:1:pos:R:3:mulliken_charge:R:1
O 0.36928 -0.90720 -3.73779 -0.61
C 1.10040 0.04612 -3.83611 0.44
N 0.93442 1.24560 -3.22649 -0.05
C 0.02608 1.59533 -2.21290 0.27
C -0.65983 0.64394 -1.47279 0.14
C -1.52043 1.04213 -0.45786 0.08
C -1.72278 2.40513 -0.20717 0.44
C -0.99714 3.34501 -0.92715 -1.00
C -0.11997 2.94763 -1.91395 -0.73
H 0.44203 3.68709 -2.46510 0.38
H -1.14370 4.38817 -0.69910 0.46
O -2.62911 2.85485 0.71375 -0.48
C -3.50582 1.84981 1.17191 -0.59
C -2.72164 0.57380 1.46562 -0.23
H -3.36366 -0.21783 1.85333 0.33
O -2.15006 0.07500 0.27228 -0.43
H -1.92572 0.80403 2.18452 0.10
H -3.98227 2.24063 2.07205 0.38
H -4.26929 1.64367 0.40827 0.30
H -0.54385 -0.40788 -1.67259 0.58
H 1.55314 1.99643 -3.50785 0.23
C 2.36968 -0.01335 -4.69570 -0.79
H 2.60475 -1.05518 -4.90724 0.40
H 2.24900 0.53864 -5.62779 0.43
S 3.77844 0.75994 -3.82323 -0.26
C 3.45008 0.03055 -2.28444 0.66
N 3.07175 -1.18712 -2.07320 -0.51
N 2.80388 -1.28064 -0.76017 -0.19
C 3.03688 -0.12367 -0.23109 0.77
O 3.46297 0.77028 -1.14978 -0.36
C 2.83364 0.22001 1.20015 -0.88
N 1.93047 -0.73919 1.78392 -0.25
C 0.68912 -0.37748 2.20558 0.39
O 0.37628 0.78198 2.39715 -0.69
C -0.22668 -1.52438 2.45098 0.71
C -0.33974 -2.55246 1.52016 -0.23
C -1.24494 -3.57647 1.73352 -0.87
C -2.03030 -3.58702 2.87456 -0.42
C -1.92296 -2.56228 3.80072 -0.71
C -1.03181 -1.52750 3.58512 -0.20
H -0.94426 -0.71642 4.29286 0.41
H -2.53881 -2.56690 4.68794 0.40
H -2.73252 -4.39105 3.03875 0.42
H -1.34006 -4.36697 1.00447 0.41
H 0.25082 -2.53627 0.61540 0.36
H 2.09730 -1.70318 1.53635 0.33
H 3.79765 0.22202 1.72597 0.32
H 2.37931 1.21264 1.29413 0.35
```

---

[3]
C16H43ClO6Si2V as an isolated structure in a non-equilibrium geometry, computed with ωB97M-V with the def2-TZVPD basis set.

Output
Expectation value of S²: 3.79
Kohn-Sham gap (spin up / spin down): 7.8 / 5.6 eV
Multiplicity: 4
E_LUMO (spin up / spin down): 0.408 / -2.848 eV
HOMO (spin up / spin down): -7.38 / -8.47 eV
Energy: -3069.70090 hartree

Geometry as XYZ:
```
69
Properties=species:S:1:pos:R:3:lowdin_spin:R:1
O -1.11844 -1.79221 -2.94169 0.03
O 1.04760 2.15762 -6.91878 0.00
C -0.38641 -2.99104 -3.40582 0.00
C -1.17547 -4.27205 -3.25138 0.00
H 0.51226 -3.02407 -2.76462 0.00
H -0.09051 -2.74754 -4.44193 0.00
H -1.28393 -4.56244 -2.21044 0.00
H -0.61806 -5.05421 -3.77249 0.00
H -2.15704 -4.19037 -3.71432 0.00
C -1.67990 -0.80378 -3.92483 0.00
C -1.47814 -0.98469 -5.44260 0.00
H -1.19348 0.11703 -3.64421 0.00
H -2.77811 -0.74913 -3.72879 0.00
H -0.50902 -0.64497 -5.86180 0.00
H -2.20911 -0.25390 -5.85996 0.00
H -1.75798 -1.94282 -5.87432 0.00
C 0.49515 2.64170 -5.69368 0.00
C 2.32064 1.52463 -6.64013 0.00
C -0.96563 2.96719 -5.85950 0.00
H 1.04273 3.54425 -5.35680 0.00
H 0.58927 1.89904 -4.88118 0.00
H -1.12718 3.51902 -6.78345 0.00
H -1.29391 3.59533 -5.03650 0.00
H -1.59145 2.06689 -5.86725 0.00
C 2.73919 0.58184 -7.75122 0.00
H 2.27312 0.92531 -5.69138 0.00
H 3.10151 2.30046 -6.47559 0.00
H 1.98707 -0.19784 -7.89864 0.00
H 3.68708 0.09639 -7.49626 0.00
H 2.86868 1.13113 -8.68026 0.00
H 1.85719 -0.14640 -2.15099 0.00
V -0.68718 -1.45602 -1.03281 0.71
C 2.78599 -0.31004 -2.71826 0.00
Si 3.43897 0.58310 -1.19652 0.00
H 2.91026 -1.39683 -2.81064 0.00
H 2.87235 0.23764 -3.64910 0.00
C 5.13643 -0.06863 -1.72531 0.00
C 3.09246 -0.01617 0.55192 0.00
C 2.77599 2.34444 -1.24735 0.00
C -2.42385 -1.65978 -0.11069 0.04
Si -3.38509 -0.07628 -0.25604 0.00
H -2.32306 -2.14906 0.88015 0.01
H -2.61382 -2.47522 -0.81204 0.01
C -4.83369 -0.54513 -1.33766 0.00
C -2.71846 1.54840 -0.99456 0.00
C -3.81432 0.34996 1.50675 0.00
H 2.24440 2.60683 -2.17387 0.00
H 3.62898 3.02549 -1.11577 0.00
H 2.08946 2.46525 -0.39542 0.00
H 5.06979 -1.17233 -1.74481 0.00
H 5.96290 0.21850 -1.07812 0.00
H 5.35361 0.25379 -2.75907 0.00
H 2.78873 -1.07846 0.58221 0.00
H 2.30418 0.60976 1.00924 0.00
H 4.02576 0.12968 1.14916 0.00
H -2.48290 1.47192 -2.06632 0.00
H -1.81284 1.89138 -0.47237 0.00
H -3.47566 2.34375 -0.89977 0.00
H -4.57451 1.13735 1.57691 0.00
H -2.92762 0.68368 2.07069 0.00
H -4.20119 -0.55387 1.98986 0.00
H -5.71300 0.07965 -1.17086 0.00
H -5.11456 -1.57948 -1.10368 0.00
H -4.59400 -0.49980 -2.40645 0.00
O -0.71689 1.18431 2.58187 0.35
Cl 0.03373 2.43417 2.13688 0.31
O 1.54429 2.45396 2.29430 0.33
O 0.51590 -2.48407 -0.59564 0.63
O -0.13566 0.05199 -0.70695 0.55
```

---

Look up the energy of the first one. -3682.90122 hartree

---

Which value of energy does entry 2 give? -1766.36456 hartree

---

Look up the energy of the first one. -3682.90122 hartree